# C2H3NOS2

The molecule C2H3NOS2 in a non-equilibrium geometry (the ωB97M-V functional and the def2-TZVPD basis, the OMol25 dataset).

Structure (XYZ):
```
9
Properties=species:S:1:pos:R:3:forces:R:3
O -1.310 1.925 -0.294 -0.76 0.10 0.21
C -0.330 1.298 -0.034 0.61 1.09 -0.81
N -0.221 -0.068 -0.079 1.82 -0.06 0.42
S -1.601 -0.900 -0.400 -1.73 -1.58 -0.48
C 1.036 -0.681 -0.011 0.79 0.70 -0.19
S 2.491 0.050 -0.355 -1.66 -1.09 0.53
H 0.638 1.732 0.122 0.63 0.55 0.49
H -1.612 -1.638 0.716 -0.12 -0.01 0.18
H 0.910 -1.719 0.334 0.43 0.30 -0.37
```
Forces are in eV/Å.

Summary:
M: 121.19 g mol⁻¹
multiplicity: 1
net charge: 0
orbital gap: 8.54 eV
lowest unoccupied orbital energy: -0.844 eV
electronic energy: -27329.340 eV
ΔE to the lowest compared entry with this formula, charge and spin: 138.7 kJ/mol
HOMO energy: -9.38 eV
SMILES: O=CN(S)C=S

These are the Mulliken partial charges, in e, on atoms 1 to 4:
1. O -0.456
2. C 0.157
3. N -0.003
4. S -0.082

---

# C2H3NOS2

The molecule C2H3NOS2 in a non-equilibrium geometry (the ωB97M-V functional and the def2-TZVPD basis, the OMol25 dataset).

Structure (XYZ):
```
9
Properties=species:S:1:pos:R:3:forces:R:3
S -2.656 -0.201 0.382 0.91 0.71 1.50
N -1.333 -0.120 -0.715 1.18 -3.01 -0.21
O -0.489 0.992 -0.597 -0.05 -0.06 0.61
C 0.547 0.755 0.254 1.39 -4.47 0.92
C 0.952 -0.572 0.540 -1.08 5.26 -0.50
S -0.048 -1.676 -0.153 -3.03 -0.29 -1.94
H -3.626 -0.435 -0.463 -0.38 -0.01 -1.07
H 1.102 1.555 0.606 0.54 1.73 0.41
H 1.719 -0.855 1.222 0.52 0.15 0.27
```
Forces are in eV/Å.

Summary:
M: 121.19 g mol⁻¹
multiplicity: 1
net charge: 0
orbital gap: 7.34 eV
lowest unoccupied orbital energy: -0.544 eV
electronic energy: -27325.979 eV
ΔE to the lowest compared entry with this formula, charge and spin: 462.9 kJ/mol
HOMO energy: -7.89 eV
SMILES: SN1OC=CS1

These are the Mulliken partial charges, in e, on atoms 1 to 4:
1. S -0.039
2. N -0.241
3. O -0.204
4. C -0.313

---

# C2H3NOS2

A cluster of 2 separate species, C2H3NOS2 in total in a non-equilibrium geometry (the ωB97M-V functional and the def2-TZVPD basis, the OMol25 dataset).

Structure (XYZ):
```
9
Properties=species:S:1:pos:R:3:forces:R:3
C -0.748 1.117 -1.932 -2.84 -2.03 -0.92
N -1.700 0.440 -2.023 5.33 4.09 0.13
S -2.771 -0.545 -1.753 -4.68 -4.08 0.71
H -0.197 1.910 -2.214 1.83 2.16 -0.52
O 0.311 0.470 0.060 0.70 1.12 0.22
C 0.650 -0.337 0.857 -3.64 -1.87 -0.73
S -0.410 -1.723 1.362 3.89 -1.07 1.71
H 1.550 -0.502 1.326 2.68 0.23 1.00
H -1.524 -1.364 0.973 -3.27 1.45 -1.60
```
Forces are in eV/Å.

Summary:
M: 121.19 g mol⁻¹
multiplicity: 1
net charge: 0
orbital gap: 8.80 eV
lowest unoccupied orbital energy: 0.449 eV
electronic energy: -27327.159 eV
ΔE to the lowest compared entry with this formula, charge and spin: 349.1 kJ/mol
HOMO energy: -8.35 eV
SMILES: C#[N+][S-].O=CS

These are the Mulliken partial charges, in e, on atoms 1 to 4:
1. C -0.059
2. N -0.017
3. S -0.301
4. H 0.416

---

# C2H3NOS2

A cluster of 2 separate species, C2H3NOS2 in total in a non-equilibrium geometry (the ωB97M-V functional and the def2-TZVPD basis, the OMol25 dataset).

Structure (XYZ):
```
9
Properties=species:S:1:pos:R:3:forces:R:3
C -0.966 -0.567 1.359 -1.67 0.51 -5.85
C -1.997 0.503 -0.632 0.49 1.25 -1.19
N -1.469 0.120 0.462 1.17 -2.37 2.60
O 3.840 -1.433 -0.172 0.18 -0.30 -0.43
S 2.373 0.945 -0.128 0.12 -0.28 -0.66
S 3.212 -0.473 -1.061 -0.35 0.58 1.11
H -0.648 -0.446 2.297 0.64 1.16 3.50
H -3.080 0.275 -0.799 1.24 0.56 -0.05
H -1.266 1.077 -1.326 -1.83 -1.10 0.97
```
Forces are in eV/Å.

Summary:
M: 121.19 g mol⁻¹
multiplicity: 1
net charge: 0
orbital gap: 5.91 eV
lowest unoccupied orbital energy: -1.913 eV
electronic energy: -27326.422 eV
ΔE to the lowest compared entry with this formula, charge and spin: 420.2 kJ/mol
HOMO energy: -7.82 eV

These are the Mulliken partial charges, in e, on atoms 1 to 4:
1. C -0.260
2. C -0.376
3. N -0.067
4. O -0.373